C14H25N2O12S4 as an isolated structure at a distorted geometry, computed with wB97M-V/def2-TZVPD.

Geometry as XYZ:
```
57
Properties=species:S:1:pos:R:3:forces:R:3:mulliken_charge:R:1
O -2.13987 0.97694 0.88200 0.51 -0.37 -0.42 -0.656
C -1.50048 0.52054 -0.05191 -0.95 0.65 1.38 0.584
O -0.33145 1.09883 -0.40651 -0.02 -1.09 -0.45 -0.346
C -2.00215 -0.71361 -0.76442 0.96 0.06 -0.65 0.337
C -2.07127 -0.62407 -2.30784 -0.37 -0.62 1.16 -0.847
S -0.62533 -1.24765 -3.16830 1.64 0.27 -3.07 1.140
O -0.87638 -0.97890 -4.57413 -1.26 -0.25 0.26 -0.738
O 0.55839 -0.51673 -2.76454 -0.20 -0.01 1.48 -0.531
N -0.50154 -2.85407 -2.99180 0.28 1.17 1.43 -0.577
S 0.89394 -3.36565 -2.33867 -0.68 -1.48 -0.91 1.415
O 0.77776 -4.79594 -2.20268 -0.58 -0.29 0.49 -0.778
O 2.08174 -2.99211 -3.04646 0.30 1.08 0.25 -0.695
C 0.92891 -2.74933 -0.66238 0.67 0.72 -0.12 -0.004
C 1.70798 -1.67945 -0.28145 0.12 -0.35 -0.76 0.255
C 1.61626 -1.27350 1.02549 0.99 1.44 0.38 -0.785
N 0.85823 -1.78205 1.97588 -0.30 -0.22 0.51 -0.368
C 0.13174 -2.83236 1.60955 -0.03 0.25 0.02 -0.153
C 0.15826 -3.30193 0.32392 -1.22 -1.81 -0.55 -0.676
H 0.06912 1.40836 0.41388 -0.17 0.48 0.03 0.302
H -2.96164 -0.95077 -0.31589 -0.11 0.15 -0.13 0.327
H -1.32714 -1.53606 -0.50621 -0.04 0.12 0.08 -0.478
H -2.89796 -1.26232 -2.62117 0.07 0.10 -0.26 0.409
H -2.27133 0.40618 -2.59633 0.28 -0.10 -0.50 0.317
H 2.34838 -1.18865 -0.99726 0.01 0.11 0.01 0.432
H 2.22564 -0.41404 1.30792 -0.07 -0.08 0.16 0.395
H -0.52777 -3.31021 2.32446 0.13 0.15 0.22 0.351
H -0.47585 -4.14459 0.06458 0.06 -0.02 0.01 0.361
O -1.13143 4.54117 -3.39054 -0.13 -0.15 0.12 -0.650
S -1.31950 4.29661 -4.78774 0.43 0.19 -0.42 1.277
O -2.20077 3.27074 -5.24461 -0.19 -0.05 0.21 -0.586
O 0.09726 4.12758 -5.48094 -0.12 0.21 0.00 -0.254
C 1.02025 3.14648 -4.94222 0.49 -0.72 0.22 -0.375
C 0.66980 1.73118 -5.34670 -0.34 0.15 -0.12 -0.698
C -1.75847 5.80906 -5.58276 0.02 0.10 -0.05 -1.005
H 1.07758 3.24404 -3.85677 -0.19 0.12 -0.01 0.315
H 1.99897 3.41130 -5.34144 -0.15 0.30 -0.11 0.263
H -0.26101 1.40132 -4.89298 0.06 -0.10 0.04 0.073
H 1.44997 1.03696 -5.03779 -0.01 0.04 0.09 0.355
H 0.54269 1.66229 -6.42879 0.09 0.02 -0.01 0.303
H -1.06391 6.58442 -5.27123 0.01 -0.02 0.01 0.306
H -2.77038 6.05961 -5.27226 0.00 -0.07 0.05 0.366
H -1.72203 5.66139 -6.65886 0.00 -0.03 0.01 0.315
O 2.71992 -1.42702 6.07958 0.02 -0.02 -0.21 -0.651
S 1.52596 -1.93321 6.68012 -0.15 0.08 0.39 1.268
O 0.63064 -2.77710 5.95711 0.11 -0.11 -0.17 -0.567
O 0.70363 -0.71564 7.29329 0.13 -0.07 0.17 -0.274
C 0.39590 0.38738 6.41451 -0.31 0.47 -0.51 -0.359
C -0.74821 0.06991 5.47180 0.05 -0.32 -0.07 -0.703
C 1.93851 -2.71810 8.20355 -0.03 0.05 0.14 -0.998
H 1.28842 0.68839 5.86346 0.08 -0.18 0.07 0.320
H 0.12069 1.21779 7.06336 0.09 -0.17 0.23 0.270
H -0.46503 -0.69851 4.75244 0.03 0.06 -0.04 0.040
H -1.03995 0.96137 4.91599 0.03 0.03 0.05 0.387
H -1.61049 -0.30250 6.02625 -0.01 0.09 0.03 0.271
H 2.58231 -2.05666 8.77686 -0.01 0.01 -0.02 0.318
H 2.46097 -3.64106 7.96272 -0.01 0.02 -0.09 0.366
H 1.02154 -2.93608 8.74484 -0.01 0.00 -0.03 0.315
```
Positions in Å, forces in eV/Å.

Properties
Gap between HOMO and LUMO   0.2925 Eh
Calculated total energy   -3153.63712 a.u.
LUMO level   1.9 eV
Total charge   -1
Spin multiplicity   1
Max |F|   3.49 eV Å⁻¹

A 2-piece molecular cluster, C14H25N2O7P overall, computed with wB97M-V/def2-TZVPD.

Geometry as XYZ:
```
49
Properties=species:S:1:pos:R:3:forces:R:3:mulliken_charge:R:1
C 3.84486 0.81129 -0.05559 0.09 -0.47 0.24 -0.665
O 3.20683 1.42635 -1.19742 0.34 0.44 -0.13 -0.422
C 2.32691 2.45086 -0.86219 -0.23 -0.22 0.01 -1.211
C 0.93875 1.85072 -0.83120 0.11 0.25 -0.31 0.552
N 0.46998 1.50125 -2.03775 -0.04 0.04 -0.04 0.087
C -0.70100 0.88026 -2.23141 0.24 0.05 -0.29 -1.014
C -1.50923 0.58917 -1.17388 -0.25 0.02 0.18 0.565
C -2.79245 -0.15074 -1.44586 -0.06 -0.06 0.23 -1.559
C -2.76745 -1.59988 -0.89092 0.16 0.18 -0.06 -0.439
C -2.96538 -2.69349 -1.94950 -0.04 -0.14 0.16 -0.691
C -1.98371 -3.87469 -1.81226 -0.05 -0.02 0.11 -0.833
N -1.67810 -4.19808 -0.42075 -0.07 0.25 0.01 -0.472
C -1.07418 0.96558 0.11491 -0.19 0.01 -0.13 1.006
C -1.97782 0.65168 1.27376 0.18 -0.13 0.17 -1.097
P -2.55906 1.96003 2.39371 -0.52 -0.16 0.04 0.855
O -3.96505 1.75360 2.75723 0.22 0.03 -0.11 -0.719
O -1.56575 2.06887 3.63402 0.18 -0.08 -0.22 -0.529
O -2.25711 3.29762 1.58473 -0.08 0.12 0.24 -0.498
C 0.17534 1.57349 0.28635 0.02 -0.16 0.40 1.138
C 0.73255 1.86006 1.65170 -0.16 -0.14 0.14 -2.063
H 4.86233 0.51014 -0.30047 -0.05 0.11 -0.16 0.325
H 3.91030 1.50009 0.78593 0.01 0.04 -0.03 0.293
H 3.29789 -0.08113 0.25411 -0.10 0.08 0.05 0.300
H 2.55364 2.91669 0.09636 0.10 0.06 -0.08 0.621
H 2.35910 3.23168 -1.63103 0.01 -0.05 -0.03 0.393
H 1.06684 1.68948 -2.83452 0.04 -0.05 0.00 0.291
H -0.97016 0.62633 -3.24697 0.11 0.05 -0.02 0.409
H -3.61902 0.41409 -1.01075 -0.07 -0.01 -0.11 0.462
H -2.95624 -0.16661 -2.52343 -0.05 0.05 0.00 0.683
H -3.51947 -1.69389 -0.10696 0.03 -0.09 -0.02 0.389
H -1.81152 -1.77833 -0.39552 -0.01 -0.02 0.02 0.484
H -2.85279 -2.27106 -2.95049 -0.02 -0.06 -0.05 0.284
H -3.98469 -3.08097 -1.89365 -0.03 0.07 -0.02 0.351
H -2.40998 -4.73299 -2.34053 0.11 0.03 -0.16 0.371
H -1.04508 -3.62133 -2.30892 0.00 0.02 0.04 0.381
H -2.33344 -4.85198 -0.01929 0.02 -0.08 0.00 0.190
H -0.74186 -4.55448 -0.30957 -0.02 -0.14 0.00 0.193
H -2.92192 0.24682 0.91833 0.08 -0.09 0.01 0.116
H -1.52124 -0.13207 1.88959 -0.01 0.01 -0.01 0.700
H -1.39578 1.21936 4.06011 -0.08 0.11 0.22 0.375
H -2.92183 3.95913 1.82979 0.09 0.10 -0.15 0.352
H 0.47761 1.04327 2.32835 0.06 0.03 -0.04 0.298
H 1.81649 1.92431 1.64596 -0.06 0.02 0.01 0.311
H 0.30646 2.76963 2.07750 0.12 0.00 -0.06 0.379
C 5.88688 -0.86709 1.54768 0.21 -0.03 -0.28 0.738
O 6.59645 -0.29292 0.68841 -0.05 -0.10 0.06 -0.773
O 6.13561 -2.25606 1.66759 -0.08 0.30 0.05 -0.508
O 4.99204 -0.41368 2.26896 -0.22 -0.08 0.08 -0.703
H 6.84446 -2.38040 1.02579 0.02 -0.09 0.04 0.300
```
Positions in Å, forces in eV/Å.

Properties
Gap between HOMO and LUMO   0.1850 Eh
Calculated total energy   -1526.05548 a.u.
LUMO level   -1.7 eV
Spin multiplicity   1
Max |F|   0.57 eV Å⁻¹

A single C14H25N3O2 molecule at a distorted geometry, computed with wB97M-V/def2-TZVPD.

Geometry as XYZ:
```
44
Properties=species:S:1:pos:R:3:forces:R:3:mulliken_charge:R:1
C -0.93106 -3.13934 -2.46191 -0.19 0.19 0.01 -1.377
C -1.81607 -2.20334 -1.64691 0.22 -0.20 0.11 -0.249
C -1.50724 -2.30550 -0.15429 -0.25 0.24 -0.14 -0.089
C -2.39660 -1.40624 0.73204 0.10 -0.21 0.00 -1.131
N -1.87815 -0.11131 1.12137 -0.07 0.06 0.06 0.186
C -1.58162 0.78049 0.01369 -0.07 0.25 0.16 -0.600
C -1.45682 2.23957 0.45120 -0.01 -0.19 -0.41 -0.679
C -1.46565 3.17734 -0.75362 0.07 0.07 0.29 -0.374
C -1.30910 4.63336 -0.33336 -0.03 -0.18 -0.18 -1.330
C -0.88957 -0.13294 2.18370 0.05 0.28 -0.23 -1.550
C 0.49654 -0.55894 1.79851 -0.04 -0.97 0.66 1.127
C 1.20103 -1.70456 2.07204 -0.42 0.59 0.02 -1.342
C 2.45069 -1.56161 1.44009 0.14 0.74 -0.46 -0.061
C 2.42858 -0.33476 0.81811 0.15 -0.87 0.36 0.388
C 3.40013 0.38147 -0.01791 0.26 0.04 -0.32 0.212
O 3.17757 1.44508 -0.56806 -0.17 0.06 0.12 -0.699
N 4.59567 -0.25661 -0.16480 0.27 -0.14 -0.16 0.111
N 5.67284 0.39759 -0.79927 -0.04 0.06 -0.09 -0.841
O 1.23990 0.26316 1.04648 0.04 0.46 -0.21 -0.179
H -1.07665 -4.17170 -2.15028 0.02 -0.13 0.00 0.316
H -1.16607 -3.06376 -3.52101 0.05 -0.06 -0.13 0.399
H 0.11831 -2.88599 -2.32464 0.13 -0.01 -0.01 0.302
H -1.66482 -1.17957 -1.99090 -0.09 0.07 -0.01 0.185
H -2.86512 -2.45963 -1.81476 -0.06 0.08 -0.01 0.333
H -0.45900 -2.05585 0.01304 0.04 -0.10 0.00 -0.055
H -1.64474 -3.34475 0.15345 0.07 -0.07 0.02 0.507
H -3.34408 -1.22650 0.21299 -0.04 -0.08 0.03 0.538
H -2.62933 -1.93688 1.65934 -0.08 0.00 -0.03 0.323
H -2.42343 0.69814 -0.67981 0.04 -0.01 -0.06 0.689
H -0.66637 0.49716 -0.52842 -0.10 -0.02 -0.09 0.133
H -2.28795 2.48323 1.11642 -0.01 0.00 0.08 0.305
H -0.52191 2.38604 0.99346 0.03 0.05 0.10 0.235
H -2.40171 3.05601 -1.30449 0.01 -0.06 -0.06 0.319
H -0.64618 2.90490 -1.42197 -0.02 -0.04 -0.09 0.335
H -2.11623 4.92748 0.33462 -0.06 0.08 0.08 0.321
H -0.36409 4.77838 0.18495 0.09 0.07 0.07 0.317
H -1.32679 5.28689 -1.20245 0.01 0.14 -0.02 0.396
H -1.24966 -0.80723 2.96418 0.10 0.07 0.00 0.474
H -0.83650 0.87733 2.60022 0.04 -0.11 0.11 0.348
H 0.86220 -2.54111 2.64824 -0.15 -0.15 0.13 0.494
H 3.24776 -2.27751 1.44329 0.21 -0.11 -0.05 0.442
H 4.86741 -1.01919 0.43545 -0.09 0.24 0.04 0.253
H 5.73328 0.08054 -1.76872 -0.19 0.12 0.27 0.248
H 5.43061 1.39068 -0.82932 0.04 -0.27 0.03 0.320
```
Positions in Å, forces in eV/Å.

Properties
Gap between HOMO and LUMO   0.3312 Eh
Calculated total energy   -863.16715 a.u.
LUMO level   0.8 eV
SMILES string   CCCCN(CCCC)Cc1ccc(C(=O)NN)o1
Spin multiplicity   1
Relative energy (zero: lowest compared OMol25 entry of this formula, charge and spin)   25.2 kJ/mol
Max |F|   1.17 eV Å⁻¹

A 3-piece molecular cluster, C14H25N3O4 overall at a distorted geometry, computed with wB97M-V/def2-TZVPD.

Geometry as XYZ:
```
46
Properties=species:S:1:pos:R:3:forces:R:3:mulliken_charge:R:1
C 3.67739 -1.61055 0.00914 -0.05 -0.12 0.13 -1.380
C 3.99329 -0.16656 0.30364 0.34 0.15 -0.30 1.055
C 4.71612 0.09104 1.59969 0.08 0.55 -0.28 -1.360
N 3.75078 0.82884 -0.45684 -0.81 -0.34 0.78 -0.543
C 2.74068 0.68410 -1.47801 0.18 0.06 -0.83 0.107
C 1.37252 0.63380 -0.82181 -0.54 0.20 -0.56 -0.441
O 0.40792 1.02834 -1.79504 0.10 -0.04 0.26 -0.317
O -0.87658 0.94092 -1.16648 -0.44 0.08 -0.20 -0.298
O 2.77096 1.84814 -2.33437 0.08 0.16 0.86 -0.371
C 4.04052 2.23240 -2.62331 0.20 -0.07 -0.42 0.115
O 4.71519 1.67224 -3.43057 0.23 -0.16 -0.10 -0.480
H 3.56669 -1.80789 -1.05596 -0.07 0.05 0.03 0.344
H 2.77613 -1.95057 0.52617 0.01 0.08 -0.02 0.307
H 4.50394 -2.21922 0.38359 -0.06 0.00 -0.01 0.395
H 5.77933 -0.15148 1.52618 -0.10 -0.27 0.08 0.311
H 4.24270 -0.46678 2.40832 0.15 -0.13 -0.02 0.371
H 4.64310 1.15567 1.82257 0.02 -0.07 0.03 0.369
H 2.87348 -0.17490 -2.14493 0.09 -0.07 0.13 0.316
H 1.29000 1.31436 0.02990 0.43 -0.15 -0.21 0.487
H 1.12904 -0.39079 -0.51761 0.23 0.06 0.22 0.365
H -0.73163 0.95125 -0.20573 0.33 0.06 -0.08 0.304
H 4.39946 3.11704 -2.08773 -0.28 0.15 0.07 0.365
C -3.55322 -3.81968 -2.85815 -0.04 -0.01 0.02 -1.132
C -4.29205 -2.58051 -2.36705 0.03 -0.16 -0.05 -0.436
C -3.36949 -1.36985 -2.18465 -0.08 -0.03 -0.01 -0.303
C -2.32574 -1.63911 -1.19866 0.22 -0.14 0.24 0.294
N -1.52252 -1.89113 -0.41618 -0.19 -0.06 -0.08 -0.516
H -2.80186 -4.14435 -2.13741 0.03 0.04 -0.01 0.340
H -4.24772 -4.64690 -3.00477 0.00 0.00 -0.02 0.332
H -3.05282 -3.62744 -3.80896 0.01 0.00 0.00 0.299
H -4.78804 -2.80389 -1.42055 -0.01 0.05 0.01 0.291
H -5.07278 -2.31482 -3.08185 0.01 0.08 0.02 0.311
H -3.93591 -0.50042 -1.84964 0.04 0.05 -0.03 0.278
H -2.88704 -1.10760 -3.12763 0.02 0.04 0.01 0.275
C -3.24408 1.52789 2.71578 0.02 -0.01 0.01 -1.013
C -2.40145 1.84212 3.94670 -0.15 -0.06 -0.09 -0.423
C -1.10601 2.59097 3.60777 -0.16 -0.14 0.10 -0.456
C -0.25893 1.80131 2.71645 0.24 0.03 -0.17 0.258
N 0.40440 1.18506 2.00770 -0.32 0.04 0.47 -0.472
H -2.71393 0.86669 2.02794 0.02 0.02 0.00 0.226
H -4.16685 1.02511 3.00338 -0.01 0.01 0.00 0.338
H -3.51039 2.43944 2.17736 0.00 0.00 -0.01 0.304
H -2.15758 0.91408 4.46645 0.05 0.03 0.03 0.304
H -2.98030 2.45412 4.63997 0.06 0.04 0.03 0.309
H -0.53858 2.80838 4.51316 0.03 0.03 -0.02 0.304
H -1.32862 3.53927 3.11570 0.02 0.01 -0.02 0.267
```
Positions in Å, forces in eV/Å.

Properties
Gap between HOMO and LUMO   0.3549 Eh
Calculated total energy   -1013.52478 a.u.
LUMO level   0.6 eV
SMILES string   CC(C)=N[C@@H](COO)OC=O.CCCC#N.CCCC#N
Spin multiplicity   1
Relative energy (zero: lowest compared OMol25 entry of this formula, charge and spin)   516.4 kJ/mol
Max |F|   1.17 eV Å⁻¹

An isolated ion of composition C14H25N4O3 and charge +1 at a distorted geometry, computed with wB97M-V/def2-TZVPD.

Geometry as XYZ:
```
46
Properties=species:S:1:pos:R:3:forces:R:3:mulliken_charge:R:1
C -1.24807 2.02996 1.68117 -0.67 -0.44 0.69 -1.757
C -0.75761 0.72998 0.96605 0.77 -0.22 0.57 0.477
C -1.62604 -0.57300 1.33228 -0.50 1.75 -0.50 -0.913
N -0.80003 -1.59976 2.00046 -0.41 0.29 -0.86 0.020
C 0.21840 -2.20052 1.44886 0.55 -0.40 1.37 -0.352
N 0.86301 -3.21114 2.26565 -0.63 1.50 -1.40 -0.245
C 1.89463 -2.63181 3.15179 1.76 -1.32 1.53 -0.531
N 2.99350 -1.97928 2.42894 -0.56 -0.04 -0.03 -0.480
N 0.59918 -1.87524 0.11792 -0.20 -2.02 0.28 0.543
O 1.64252 -0.95785 0.08306 0.61 1.31 0.11 -0.466
C 1.03223 -3.06023 -0.67043 0.53 -0.41 -1.55 -0.546
C 0.16325 -3.33246 -1.97291 1.19 -1.28 0.51 -0.305
O -0.45250 -4.63377 -1.82702 -0.32 0.71 0.05 -0.542
O -0.59292 0.80127 -0.44832 -0.66 0.20 0.94 -0.143
C -1.65606 1.46273 -1.16288 0.33 0.76 -1.73 -1.036
C -1.10171 2.82809 -1.70234 0.22 0.62 -0.75 0.738
C -1.18487 4.07964 -0.96547 1.08 0.11 -2.10 -0.111
C -0.59085 5.27907 -1.54373 0.04 -1.94 -0.53 -0.605
C 0.08071 5.20480 -2.82673 -0.66 -0.84 0.67 -0.384
C 0.14086 3.96653 -3.57940 -0.72 -0.50 1.63 -0.488
C -0.44622 2.76218 -3.01985 -0.27 1.97 1.46 -0.580
H -1.27999 1.79567 2.78581 0.11 0.26 -1.04 0.485
H -0.57074 2.90610 1.54895 -0.45 -0.89 -0.12 0.364
H -2.30310 2.32216 1.41544 1.08 -0.27 0.10 0.364
H 0.26905 0.51831 1.38446 -0.93 0.31 -0.62 0.435
H -2.05903 -0.94474 0.37164 0.47 -0.03 0.90 0.210
H -2.45570 -0.22882 2.00226 0.76 -0.85 -0.35 0.488
H -1.05967 -1.84307 2.96149 0.38 0.09 -0.47 0.397
H 0.16267 -3.74898 2.77701 0.35 0.18 0.02 0.341
H 2.34689 -3.50550 3.71272 -0.99 0.57 -0.41 0.398
H 1.48767 -1.95314 3.95593 0.17 -0.29 -1.04 0.318
H 3.76794 -1.84161 3.08300 -0.37 0.08 -0.27 0.284
H 3.34890 -2.57608 1.67710 -0.24 0.13 0.36 0.192
H 1.52479 -0.41016 -0.72107 -0.60 -0.17 0.51 0.346
H 1.08699 -4.01946 -0.10180 -0.28 0.95 -0.09 0.361
H 2.08050 -2.85515 -1.02957 -0.97 -0.04 0.67 0.362
H 0.87442 -3.43939 -2.84102 -0.76 0.67 0.68 0.286
H -0.60559 -2.54644 -2.14955 0.49 -0.79 0.13 0.241
H 0.22810 -5.29211 -1.61050 -0.24 0.41 -0.28 0.320
H -1.85588 0.83879 -2.08182 0.16 0.48 1.00 0.416
H -2.63101 1.54138 -0.62723 0.91 0.02 -0.03 0.438
H -1.67432 4.16914 0.02476 0.30 -0.25 -0.90 0.365
H -0.64689 6.21852 -0.94304 0.15 -0.83 -0.85 0.343
H 0.55113 6.13462 -3.21833 -0.44 -0.94 0.22 0.337
H 0.65225 3.88384 -4.56658 -0.49 0.35 0.98 0.344
H -0.41077 1.78692 -3.56714 -0.04 1.07 0.54 0.273
```
Positions in Å, forces in eV/Å.

Properties
Gap between HOMO and LUMO   0.2597 Eh
Calculated total energy   -992.79645 a.u.
LUMO level   -4.2 eV
SMILES string   C[C@@H](CN/C(NCN)=[N+](/O)CCO)OCc1ccccc1
Total charge   +1
Spin multiplicity   1
Max |F|   2.68 eV Å⁻¹